{
  "formula": "C34H48BrGeN2O4PbSi3Te",
  "method": "ωB97M-V with the def2-TZVPD basis set",
  "total_energy_ev": -209944.0686,
  "s2": 0.76,
  "max_force_ev_per_a": 1.504,
  "orbital_gap_ev": [5.54, 4.92],
  "homo_energy_ev": [-1.5, -1.5],
  "relative_energy_ev": 1.250,
  "multiplicity": 2,
  "total_charge": -2,
  "e_lumo_ev": [4.070, 3.417],
  "elements": ["Pb", "C", "C", "O", "C", "C", "C", "N", "N", "C", "O", "C", "C", "C", "C", "C", "C", "H", "H", "H", "H", "H", "H", "H", "H", "H", "H", "H", "H", "Br", "C", "C", "C", "C", "C", "C", "C", "O", "O", "H", "H", "H", "H", "C", "Si", "C", "C", "Ge", "Si", "C", "C", "C", "Si", "C", "C", "C", "H", "H", "H", "H", "H", "H", "H", "H", "H", "H", "H", "H", "H", "H", "H", "H", "H", "H", "H", "H", "H", "H", "H", "H", "H", "H", "H", "Te", "C", "C", "C", "C", "C", "C", "H", "H", "H", "H", "H"],
  "coordinates": [[-0.186562, -0.505959, 1.240533], [-1.046962, 2.337541, 4.985533], [-0.248662, 1.653341, 3.874933], [-0.919062, 1.230541, 2.892233], [1.125438, 1.616841, 4.063133], [2.135738, 1.087441, 3.236733], [3.563738, 1.240441, 3.708833], [1.906138, 0.497341, 2.095633], [3.009838, 0.138141, 1.376833], [2.831338, -0.519359, 0.263633], [1.749938, -0.996959, -0.219667], [4.095238, -0.669159, -0.505667], [5.340838, -0.499259, 0.098533], [6.499138, -0.559159, -0.651767], [6.436438, -0.787159, -2.019367], [5.203538, -0.986659, -2.622267], [4.044438, -0.938459, -1.870767], [-1.358762, 3.329241, 4.654133], [-0.457462, 2.438841, 5.893833], [-1.939662, 1.749541, 5.192633], [1.481938, 2.069641, 4.979633], [3.614138, 1.790841, 4.645033], [4.143438, 1.758741, 2.947533], [4.006638, 0.253441, 3.839733], [5.369438, -0.307759, 1.159833], [7.464538, -0.428859, -0.177767], [7.342538, -0.805859, -2.613667], [5.145238, -1.176459, -3.688367], [3.074638, -1.089659, -2.322467], [-2.998662, -6.105259, 2.398133], [-1.396062, -5.578759, 1.514633], [-1.072662, -6.229159, 0.337433], [0.046938, -5.820359, -0.366167], [0.822538, -4.779459, 0.117633], [0.505738, -4.180859, 1.322633], [-0.626062, -4.557759, 2.036733], [-0.956362, -3.847659, 3.376033], [-0.531062, -4.388759, 4.394833], [-1.610462, -2.791859, 3.258433], [-1.693162, -7.037059, -0.024967], [0.291838, -6.298359, -1.304867], [1.684938, -4.434259, -0.435267], [1.129538, -3.388659, 1.709533], [-3.839562, 3.854841, -0.940267], [-3.029562, 2.688541, 0.371233], [-3.022162, 3.743441, 1.971133], [-4.335962, 1.329841, 0.710433], [-0.930462, 1.686141, -0.251867], [-1.155562, 1.232941, -2.617567], [-2.703062, 0.135641, -2.932167], [0.367338, 0.200041, -3.157167], [-1.372962, 2.651141, -3.912567], [0.665938, 3.477941, -0.152867], [0.187638, 4.964741, -1.298367], [0.891738, 4.264841, 1.581633], [2.408038, 2.944741, -0.751367], [-4.723362, 4.356441, -0.554767], [-4.131362, 3.297941, -1.824167], [-3.139362, 4.622341, -1.254267], [-4.023462, 4.007841, 2.306433], [-2.448062, 4.658841, 1.855833], [-2.555162, 3.151941, 2.747533], [-5.320962, 1.730241, 0.937933], [-4.010662, 0.732741, 1.557433], [-4.433962, 0.657841, -0.137467], [-2.839062, -0.576259, -2.122267], [-2.634762, -0.438959, -3.854067], [-3.601262, 0.744541, -2.984467], [0.719138, -0.350559, -2.288467], [1.192438, 0.823141, -3.493467], [0.145038, -0.517959, -3.943267], [-2.188662, 3.299541, -3.610367], [-1.607262, 2.274541, -4.904967], [-0.484162, 3.268441, -3.996467], [-0.874262, 5.171841, -1.211367], [0.388238, 4.722141, -2.336567], [0.722438, 5.882441, -1.065467], [0.022638, 4.855741, 1.857833], [1.769438, 4.905041, 1.650733], [0.998738, 3.477441, 2.320033], [2.343538, 2.464341, -1.723967], [2.826638, 2.217041, -0.064067], [3.111638, 3.771441, -0.830267], [-2.709562, -2.181259, 0.733633], [-2.379462, -3.356459, -1.000667], [-3.211262, -4.451459, -1.237667], [-3.036162, -5.270959, -2.333467], [-1.996762, -5.027559, -3.217667], [-1.151962, -3.952359, -2.988567], [-1.341462, -3.122559, -1.900067], [-4.002362, -4.661559, -0.529667], [-3.702362, -6.112959, -2.488567], [-1.851562, -5.672359, -4.075467], [-0.328962, -3.765959, -3.665967], [-0.667862, -2.292459, -1.741567]],
  "forces_ev_per_angstrom": [[1.0896, 0.3737, 0.7243], [0.0751, -0.1613, -0.1942], [-0.1170, 0.2459, 0.4001], [0.0050, -0.1810, -0.1347], [-0.1544, 0.0878, 0.5645], [0.4391, -0.1881, -0.5075], [-0.1115, 0.0134, -0.1019], [-0.7905, -0.0411, -0.0772], [1.0139, 0.1107, -0.1183], [-0.1553, 0.2068, 0.8027], [-0.3635, 0.0368, -0.1684], [0.2915, -0.1347, -0.3758], [-0.0702, -0.0103, 0.0072], [0.1391, -0.0279, -0.0479], [0.0278, -0.0266, -0.1618], [0.1885, -0.0224, -0.2040], [-0.2147, 0.0075, 0.2373], [-0.0383, 0.0390, -0.0311], [0.0000, 0.0363, 0.0669], [-0.0653, -0.0132, -0.0057], [-0.0329, -0.0528, 0.0136], [-0.0696, 0.0139, 0.0696], [0.1007, -0.0150, -0.0436], [0.0963, -0.0137, -0.0216], [-0.0054, 0.0405, 0.0701], [0.0053, 0.0336, 0.0582], [0.0177, -0.0412, 0.0062], [0.0099, 0.0103, 0.0045], [-0.0747, -0.0003, -0.0446], [-0.0542, -0.0524, 0.0546], [-0.1276, -0.0832, 0.0552], [0.1145, -0.0656, -0.0288], [-0.0271, -0.1253, -0.0938], [0.2021, -0.0422, 0.0463], [0.0010, 0.0815, -0.1032], [-0.0509, 0.1275, 0.6221], [0.1706, -0.5272, -0.5012], [0.2006, -0.2678, 0.3060], [-0.3631, 0.7138, -0.2111], [-0.0452, 0.0296, -0.0293], [0.0174, -0.0227, -0.0480], [0.0603, 0.0374, -0.0557], [0.0683, 0.1069, 0.0358], [0.5011, -0.4463, 0.2466], [-0.9558, 0.3280, 0.2943], [0.2892, -0.3591, -0.4617], [0.5241, 0.2843, -0.1804], [-0.2059, 0.7261, -0.6629], [-0.1612, -0.3486, -0.7432], [0.4393, 0.2398, 0.3076], [-0.3969, 0.2641, 0.3025], [0.1552, -0.2523, 0.6272], [0.7312, 0.8885, -0.0757], [-0.0483, -0.6138, 0.3174], [-0.2361, -0.4880, -0.4788], [-0.6644, -0.0519, 0.2170], [-0.1843, -0.0019, 0.2349], [-0.0586, -0.1602, -0.2636], [0.1752, 0.1792, -0.0945], [-0.2366, -0.0074, -0.1413], [0.1269, 0.1826, -0.0523], [0.1530, -0.1438, 0.2304], [-0.1423, 0.2335, 0.0426], [0.0619, -0.1279, 0.1868], [0.0021, -0.1487, -0.1831], [-0.0367, -0.1349, 0.1725], [0.1332, 0.0004, -0.2049], [-0.1997, 0.1861, 0.0235], [0.1691, -0.1463, 0.1490], [0.1323, 0.1863, -0.0286], [-0.1706, -0.0574, -0.2036], [-0.2133, 0.1873, 0.0954], [-0.0251, -0.2808, -0.1481], [0.2189, 0.1158, 0.0280], [-0.2610, 0.0865, -0.0059], [0.0096, -0.0902, -0.2636], [0.2232, 0.0821, 0.1931], [-0.2131, 0.0987, 0.0332], [0.1661, 0.0854, -0.2042], [0.0272, -0.1469, 0.2186], [-0.0170, -0.1064, -0.2345], [0.1067, -0.2071, 0.1778], [-0.0335, 0.2645, 0.0286], [-1.2088, -0.7615, -0.4692], [-0.0399, 0.0001, 0.0803], [-0.2680, 0.1622, 0.3532], [-0.0248, -0.1635, -0.2070], [-0.0501, 0.0032, -0.0268], [0.1081, -0.1232, -0.2955], [0.0074, 0.2202, 0.2293], [-0.0395, -0.0422, 0.0319], [0.0129, 0.0174, 0.0058], [0.0551, -0.0042, -0.0282], [0.0568, 0.0663, -0.0289], [0.1026, 0.0891, 0.0235]]
}